12
Properties=species:S:1:pos:R:3:mulliken_charge:R:1 method="wB97M-V/def2-TZVPD" largest_force_ha_per_bohr=0.0520 lumo_ev=0.08 charge=0 gap_ev=10.20 smiles=N#Cc1ccccn1 energy_ha=-340.5197 spin_multiplicity=1
N -0.036 -1.211 -0.045 -0.49
N -3.140 -0.067 -0.052 -0.43
C 0.153 1.252 0.087 -0.46
C 1.516 1.145 -0.020 -0.19
C -0.523 0.032 0.057 0.62
C 1.322 -1.258 0.034 -0.19
C -1.988 0.086 0.012 0.16
C 2.110 -0.081 -0.080 -0.40
H 2.098 2.090 -0.172 0.33
H 1.825 -2.207 0.253 0.38
H -0.403 2.223 0.085 0.32
H 3.178 -0.214 -0.018 0.35